Below is the molecule C4H3F in a non-equilibrium geometry, with properties calculated with ωB97M-V/def2-TZVPD.

Geometry as XYZ:
```
8
Properties=species:S:1:pos:R:3
C -1.6289 0.1294 0.1152
C -0.3278 0.3436 -0.1096
C 0.9526 -0.3327 0.0107
C 2.1222 -0.6158 -0.1179
H -2.3724 1.0179 -0.0762
H 0.0496 1.4718 -0.1271
H 3.3135 -0.9306 0.3719
F -2.1089 -1.0837 -0.0670
```

As for the LUMO energy: 0.384 eV. As for the energy relative to the best compared isomer or geometry (same formula, charge and spin): 45.04 kcal/mol. As for the SMILES: C#C/C=C\F. The electronic energy is -6909.374 eV.

Results of the Mulliken charge analysis, in e, for atoms 1 through 2: number 1, C, carries 0.0594; number 2, C, carries -0.2514